Entry from OMol25: a 10-piece molecular cluster, C39H71Br2F3N10O11 overall at a distorted geometry (wB97M-V/def2-TZVPD).

The max |F| is 0.054 Eh/bohr. The spin multiplicity is 1. Its total energy is -227255.9501 eV. The value obtained for the relative energy (zero: lowest compared OMol25 entry of this formula, charge and spin) is 0.0 kcal/mol. The value obtained for the LUMO energy is -0.400 eV. The total charge is 0. The structure (SMILES) is O=C1NC(=O)c2c(CC[C@](F)(Br)C(F)(F)Br)cccc21.CN(C)C=O.CN(C)C=O.CN(C)C=O.CN(C)C=O.CN(C)C=O.CN(C)C=O.CN(C)C=O.CN(C)C=O.CN(C)C=O. The HOMO-LUMO gap comes out at 7.723 eV.

XYZ file:
```
136
Properties=species:S:1:pos:R:3:forces:R:3
O -7.2383 0.6703 3.9457 0.83 0.00 0.83
C -6.1489 0.4578 4.4235 0.18 -0.96 0.52
N -4.9277 0.8783 3.8208 -0.60 2.57 0.84
C -3.8336 0.8020 4.7339 -0.29 -1.10 0.56
O -2.7773 1.3670 4.5879 -0.86 -0.29 0.14
C -4.3626 -0.0661 5.8566 0.34 0.15 -0.35
C -3.7248 -0.6513 6.9278 1.18 0.31 -0.30
C -2.2288 -0.5021 7.1285 -0.26 0.25 -0.47
C -1.3453 -0.9814 5.9585 0.14 -0.31 0.62
C -1.2470 -2.4852 5.7153 -0.30 0.45 -0.23
F -0.2504 -2.6495 4.7957 0.29 0.01 0.04
Br -2.8418 -3.2058 4.8482 0.19 0.09 0.22
C -0.8038 -3.3336 6.9469 -0.14 -0.95 -0.62
F 0.0998 -2.6784 7.6747 -0.05 0.51 0.30
F -0.1747 -4.4231 6.4818 0.01 -0.21 -0.08
Br -2.2355 -4.0146 8.0716 0.18 0.30 0.18
C -4.5149 -1.3515 7.8056 0.61 -0.51 1.31
C -5.8682 -1.4981 7.6674 -0.45 -0.15 -0.06
C -6.4898 -0.9455 6.5673 -1.28 -0.49 0.59
C -5.7270 -0.2455 5.6949 -0.07 0.89 -1.62
H -5.0828 1.8930 3.7656 0.28 -0.14 -1.46
H -2.0454 0.5737 7.2169 0.14 -0.09 0.05
H -1.9094 -0.9578 8.0669 -0.10 -0.05 -0.04
H -0.3252 -0.6594 6.1930 -0.02 -0.09 -0.08
H -1.5974 -0.5255 5.0047 -0.13 -0.02 0.10
H -4.0373 -1.8014 8.6678 0.02 0.02 -0.02
H -6.4359 -2.0532 8.4017 0.01 0.00 0.00
H -7.5600 -1.0566 6.4437 0.04 0.07 -0.21
C -3.7024 1.6095 -0.3299 -0.11 -0.64 -0.34
N -3.4004 0.2417 0.0586 -0.16 0.06 -0.01
C -2.8094 -0.6585 -0.9242 -0.14 0.12 0.35
C -3.6503 -0.2126 1.2951 0.04 0.10 0.01
O -3.4241 -1.3498 1.6879 -0.04 0.00 0.06
H -4.4166 1.5961 -1.1598 -0.04 0.09 0.04
H -2.7946 2.1039 -0.6437 -0.03 0.12 -0.04
H -4.1344 2.1573 0.5036 0.07 -0.03 0.05
H -3.4593 -1.5190 -1.0742 0.15 -0.09 -0.06
H -1.8500 -1.0178 -0.5622 -0.04 -0.13 -0.06
H -2.6729 -0.1355 -1.8684 -0.04 0.06 0.04
H -4.0959 0.5394 1.9682 0.18 -0.11 -0.49
C 1.8210 -3.4309 -2.9682 0.11 0.09 0.40
N 0.7160 -3.0910 -2.0859 0.02 -0.06 -0.24
C 0.9918 -2.3445 -0.8708 -0.22 -0.08 -0.01
C -0.5511 -3.4448 -2.3560 -0.06 -0.03 -0.01
O -1.5159 -3.1909 -1.6574 0.12 -0.07 -0.05
H 2.5537 -4.0434 -2.4287 -0.27 0.24 -0.34
H 2.3034 -2.5109 -3.3130 0.03 -0.07 -0.12
H 1.4570 -3.9866 -3.8322 -0.08 0.03 0.02
H 0.6713 -2.9219 -0.0029 0.02 0.09 0.06
H 0.4369 -1.4051 -0.8820 0.04 0.02 0.09
H 2.0570 -2.1387 -0.7977 0.01 -0.07 -0.06
H -0.6476 -4.0084 -3.3012 0.04 0.00 -0.02
C 7.3271 -5.2970 -3.1410 -0.06 0.09 0.20
N 6.2436 -4.9645 -2.2398 0.14 -0.05 -0.03
C 6.5342 -4.2147 -1.0228 -0.50 -0.27 0.05
C 4.9796 -5.3263 -2.4960 -0.06 -0.18 -0.18
O 4.0188 -5.0760 -1.7819 0.37 -0.17 0.24
H 8.0662 -5.9075 -2.6170 0.08 0.01 -0.10
H 7.8049 -4.3800 -3.4934 0.09 -0.07 -0.06
H 6.9510 -5.8522 -3.9987 -0.06 0.03 0.01
H 6.2300 -4.8043 -0.1551 0.08 0.01 0.02
H 5.9693 -3.2864 -1.0297 0.18 -0.26 0.14
H 7.5968 -3.9950 -0.9622 -0.01 0.01 -0.10
H 4.8703 -5.8852 -3.4388 0.04 0.05 -0.03
C -8.2297 -0.7061 1.5038 0.33 -0.32 -0.29
N -7.6959 -1.0977 0.2102 -0.20 0.08 0.03
C -6.5594 -2.0053 0.1571 -0.13 0.06 -0.19
C -8.2197 -0.6457 -0.9424 -0.03 0.02 -0.02
O -7.8194 -0.9335 -2.0551 0.06 -0.03 -0.01
H -7.4541 -0.2106 2.0804 -0.18 -0.03 -0.03
H -8.5655 -1.5971 2.0408 -0.05 0.09 0.11
H -9.0711 -0.0265 1.3805 0.02 0.00 -0.05
H -5.7285 -1.5241 -0.3578 0.07 -0.08 0.03
H -6.8335 -2.9037 -0.3978 0.09 -0.02 0.00
H -6.2509 -2.2770 1.1632 0.00 0.08 0.01
H -9.0756 0.0353 -0.7883 0.00 0.00 0.04
C 0.8457 -7.3032 -5.5703 0.21 -0.18 0.10
N 2.2886 -7.1625 -5.5220 -0.16 0.04 -0.04
C 3.0967 -8.2982 -5.1114 0.14 0.21 -0.06
C 2.9041 -6.0119 -5.8446 -0.03 0.13 -0.01
O 4.1085 -5.8331 -5.8216 0.07 -0.09 0.06
H 0.4687 -7.5603 -4.5786 -0.12 0.01 -0.05
H 0.5772 -8.0948 -6.2727 -0.12 0.03 0.02
H 0.3840 -6.3724 -5.8934 0.05 0.02 0.00
H 3.6783 -8.0347 -4.2272 0.02 -0.10 0.01
H 3.7882 -8.5654 -5.9115 0.03 -0.06 0.06
H 2.4560 -9.1465 -4.8850 -0.05 0.05 -0.01
H 2.2018 -5.2143 -6.1397 -0.02 -0.02 -0.01
C -2.6980 7.2864 1.2536 -0.15 -0.38 -0.11
N -2.9449 5.9472 0.7427 0.17 0.13 0.06
C -4.2949 5.5816 0.3541 0.18 -0.16 -0.04
C -1.9685 5.0334 0.6164 0.12 -0.04 -0.01
O -2.1262 3.9009 0.1942 0.10 0.45 0.11
H -3.2950 7.4524 2.1472 0.03 0.19 -0.02
H -2.9751 8.0200 0.4976 0.02 0.11 0.11
H -1.6452 7.4108 1.5006 0.01 -0.07 -0.03
H -4.6305 4.7283 0.9456 -0.09 0.01 -0.06
H -4.3110 5.2959 -0.6990 -0.10 -0.04 0.02
H -4.9663 6.4218 0.5146 0.06 0.04 0.04
H -0.9817 5.4066 0.9373 -0.01 0.03 0.01
C 6.0738 1.6039 -3.1604 0.11 -0.22 -0.14
N 6.3764 0.2349 -2.7806 -0.02 0.29 -0.04
C 6.9490 -0.6613 -3.7711 -0.08 -0.17 0.29
C 6.1429 -0.2303 -1.5420 -0.06 0.02 0.10
O 6.3789 -1.3679 -1.1737 0.13 0.51 -0.13
H 5.3535 1.6055 -3.9804 0.00 0.12 0.01
H 6.9868 2.1066 -3.4857 -0.07 0.11 -0.02
H 5.6520 2.1471 -2.3174 0.00 -0.05 0.03
H 6.2869 -1.5178 -3.9077 0.10 -0.05 -0.09
H 7.9144 -1.0231 -3.4131 0.00 -0.09 -0.12
H 7.0796 -0.1445 -4.7185 -0.03 0.08 0.05
H 5.7069 0.5251 -0.8680 -0.01 0.02 -0.02
C 12.2648 0.4340 -2.7327 -0.29 0.06 0.09
N 11.2396 1.4015 -3.0717 0.20 -0.12 0.01
C 9.9477 1.3268 -2.4139 0.04 0.20 -0.16
C 11.4421 2.3751 -3.9817 0.07 0.06 -0.09
O 10.6162 3.2069 -4.3008 -0.10 -0.03 0.05
H 11.9074 -0.5738 -2.9542 0.12 -0.05 0.04
H 12.4998 0.5045 -1.6687 0.09 -0.10 -0.02
H 13.1690 0.6226 -3.3075 -0.03 0.04 -0.02
H 9.1698 1.1887 -3.1657 -0.09 0.01 0.10
H 9.7568 2.2613 -1.8842 -0.13 -0.05 0.02
H 9.9274 0.4977 -1.7103 0.07 -0.02 -0.03
H 12.4516 2.3505 -4.4260 0.01 -0.03 0.03
C -6.2368 11.2755 -0.4971 0.29 0.06 -0.01
N -5.0786 10.8813 0.2821 -0.16 -0.02 -0.08
C -3.7750 11.4250 -0.0625 -0.01 -0.14 0.21
C -5.1707 10.0264 1.3176 -0.09 -0.01 0.10
O -4.2343 9.6616 2.0034 -0.04 0.18 -0.02
H -6.0918 10.9905 -1.5410 -0.12 0.05 -0.03
H -6.3694 12.3574 -0.4363 -0.11 -0.01 -0.07
H -7.1327 10.7879 -0.1187 0.03 -0.02 0.04
H -3.0904 10.6126 -0.3086 0.07 0.08 -0.01
H -3.3678 11.9704 0.7895 0.08 0.01 -0.06
H -3.8658 12.0945 -0.9140 -0.07 -0.02 0.00
H -6.2000 9.6729 1.4969 -0.02 0.02 -0.03
```
Forces are in eV/Å.